[1]
Here is a molecular structure, C2H3GdO3 in a non-equilibrium geometry from OMol25. Energies are from ωB97M-V/def2-TZVPD.

Calculated values
charge = -1
E_tot = -29097.53182 eV
HOMO-LUMO gap (alpha / beta) = 0.2302 / 0.2155 hartree
spin multiplicity = 9
HOMO energy (alpha / beta) = -2.833 / -2.969 eV
LUMO level (alpha / beta) = 3.4 / 2.9 eV

Structure (XYZ):
```
9
Properties=species:S:1:pos:R:3:lowdin_charge:R:1
O 0.52 2.44 0.78 -0.661
Gd 2.25 1.01 0.70 1.245
O 1.37 2.66 -0.45 -0.704
C -1.23 -0.63 -0.44 -0.059
C -0.21 -1.35 0.10 -0.481
H -2.24 -1.05 -0.41 0.009
H -1.02 0.19 -1.13 0.038
H -0.47 -2.31 0.58 0.076
O 1.03 -0.96 0.27 -0.463
```


[2]
Here is a molecular structure, C2H3HgO2 in a non-equilibrium geometry from OMol25. Energies are from ωB97M-V/def2-TZVPD.

Calculated values
charge = +1
E_tot = -10380.99996 eV
HOMO-LUMO gap (alpha / beta) = 0.3701 / 0.2982 hartree
spin multiplicity = 3
energy above the lowest of the compared OMol25 structures with the same formula, charge and spin = 0.0000 eV
HOMO energy (alpha / beta) = -14.209 / -15.433 eV
LUMO level (alpha / beta) = -4.1 / -7.3 eV

Structure (XYZ):
```
8
Properties=species:S:1:pos:R:3:lowdin_charge:R:1
C -0.74 0.21 0.52 -0.094
C 0.39 -0.24 -0.22 -0.189
O 1.54 0.23 -0.05 -0.313
O -1.94 -0.08 0.09 0.087
H 0.13 -0.79 -1.15 0.155
H -2.49 0.71 -0.02 0.155
Hg 3.49 0.11 -0.74 1.023
H -0.40 -0.15 1.56 0.177
```


[3]
Here is a molecular structure, C2H3I2NO in a non-equilibrium geometry from OMol25. Energies are from ωB97M-V/def2-TZVPD.

Calculated values
charge = 0
E_tot = -21856.34493 eV
HOMO-LUMO gap (alpha / beta) = 0.2562 / 0.2561 hartree
energy above the lowest of the compared OMol25 structures with the same formula, charge and spin = 5.0278 eV
HOMO energy (alpha / beta) = -8.826 / -8.826 eV
LUMO level (alpha / beta) = -1.9 / -1.9 eV

Structure (XYZ):
```
9
Properties=species:S:1:pos:R:3:lowdin_charge:R:1
C -0.49 -0.17 -1.09 -0.524
C -0.62 0.91 -0.33 -0.594
N 0.34 -1.28 1.57 -0.569
O 0.63 -0.69 -1.53 -0.438
I 0.97 2.04 0.50 0.783
I 1.77 -1.48 0.29 1.271
H -1.52 -0.46 -1.32 0.118
H -1.55 1.42 -0.18 0.021
H 0.46 -0.28 2.09 -0.068
```


[4]
Here is a molecular structure, C2H3I2NO in a non-equilibrium geometry from OMol25. Energies are from ωB97M-V/def2-TZVPD.

Calculated values
charge = 0
E_tot = -21857.93232 eV
HOMO-LUMO gap = 0.3018 hartree
energy above the lowest of the compared OMol25 structures with the same formula, charge and spin = 3.4405 eV
HOMO energy = -8.490 eV
LUMO level = -0.3 eV

Structure (XYZ):
```
9
Properties=species:S:1:pos:R:3:lowdin_charge:R:1
C 0.82 0.58 -0.77 -0.017
C -0.67 -0.87 0.80 -1.292
N -0.35 0.26 0.06 -0.462
O -1.03 1.30 0.30 -0.231
I 0.17 -2.80 0.48 0.754
I -2.29 -0.55 1.91 0.978
H 0.45 1.42 -1.38 0.107
H 1.54 1.01 -0.18 0.056
H 1.37 -0.35 -1.22 0.106
```


[5]
Here is a single C2H3I2NO2 molecule in a non-equilibrium geometry from OMol25. Energies are from ωB97M-V/def2-TZVPD.

Calculated values
charge = 0
E_tot = -23900.78449 eV
HOMO-LUMO gap (alpha / beta) = 0.2342 / 0.2404 hartree
energy above the lowest of the compared OMol25 structures with the same formula, charge and spin = 7.2961 eV
HOMO energy (alpha / beta) = -8.506 / -8.440 eV
LUMO level (alpha / beta) = -2.1 / -1.9 eV

Structure (XYZ):
```
10
Properties=species:S:1:pos:R:3:lowdin_charge:R:1
C 1.52 0.12 -1.14 -0.411
C -1.43 0.77 0.89 -0.480
N -0.67 -0.26 1.01 -0.624
O 0.31 -0.26 1.80 -0.131
O -0.83 -1.40 0.38 -0.499
I 1.13 -1.84 -0.64 1.381
I -2.85 0.46 -0.69 0.782
H 2.46 0.52 -0.62 0.013
H 1.60 0.09 -2.17 -0.104
H -1.23 1.80 1.20 0.074
```


[6]
Here is a molecular structure, C2H3I3O2 in a non-equilibrium geometry from OMol25. Energies are from ωB97M-V/def2-TZVPD.

Calculated values
charge = 0
E_tot = -30518.06983 eV
HOMO-LUMO gap = 0.2669 hartree
energy above the lowest of the compared OMol25 structures with the same formula, charge and spin = 0.8486 eV
HOMO energy = -8.854 eV
LUMO level = -1.6 eV

Structure (XYZ):
```
10
Properties=species:S:1:pos:R:3:lowdin_charge:R:1
C 0.55 0.16 -1.07 -1.058
C -0.21 0.00 0.25 -0.829
O -1.17 0.93 0.57 -0.052
O 0.47 -0.62 1.25 -0.092
I 1.31 2.28 -0.86 0.733
I 2.17 -1.19 -1.18 0.864
I -1.90 -2.06 -0.20 0.276
H 0.08 0.18 -2.01 -0.014
H -1.07 1.29 1.43 0.104
H -0.22 -0.95 1.82 0.068
```


[7]
Here is a molecular structure, C2H3I3S3 in a non-equilibrium geometry from OMol25. Energies are from ωB97M-V/def2-TZVPD.

Calculated values
charge = 0
E_tot = -58926.59556 eV
HOMO-LUMO gap = 0.2183 hartree
HOMO energy = -7.588 eV
LUMO level = -1.6 eV

Structure (XYZ):
```
11
Properties=species:S:1:pos:R:3:lowdin_charge:R:1
C 1.26 1.37 -0.29 0.131
C -1.18 0.14 -1.13 -1.761
S -1.85 -0.37 0.42 0.237
S -0.97 -2.20 0.78 -0.037
S 0.90 -1.96 1.48 -0.255
I -0.90 -1.27 -2.67 0.713
I -2.13 1.95 -1.65 0.706
I 0.87 -1.87 3.88 0.327
H 1.78 0.98 -1.14 -0.003
H 0.84 2.35 -0.33 -0.021
H 1.37 0.87 0.65 -0.037
```


[8]
Here is 2 unconnected molecules or ions with the total composition C2H3IN2 in a non-equilibrium geometry from OMol25. Energies are from ωB97M-V/def2-TZVPD.

Calculated values
charge = 0
E_tot = -13196.97926 eV
HOMO-LUMO gap = 0.2515 hartree
energy above the lowest of the compared OMol25 structures with the same formula, charge and spin = 4.8365 eV
HOMO energy = -8.391 eV
LUMO level = -1.5 eV

Structure (XYZ):
```
8
Properties=species:S:1:pos:R:3:lowdin_charge:R:1
C -0.33 -0.74 -1.58 -0.116
C 0.38 0.98 2.18 -0.450
N -0.66 -1.24 -0.51 -0.266
N -0.88 -1.82 0.42 0.198
I 0.91 2.19 0.56 0.729
H -0.65 -1.18 -2.52 0.066
H 0.34 0.22 -1.46 0.013
H 0.89 1.60 2.91 -0.172
```


- Among the records above, which one has the lowest E_tot?
  C2H3I3S3


- What is the formula in the third record?
  C2H3I2NO


- The lowest E_tot belongs to which entry?
  C2H3I3S3


- What is the E_tot in the first record?
  -29097.53182 eV